Computed, not measured: a 2-piece molecular cluster, C5H13NO2 overall in a non-equilibrium geometry, with wB97M-V/def2-TZVPD.

Positions of all 21 atoms, in Å:
N: -0.931 -2.260 -0.231
C: 0.052 -1.583 0.666
C: -0.348 -0.220 1.278
C: 0.186 1.022 0.466
C: -1.058 1.862 -0.172
C: -1.342 1.367 -1.571
O: -1.123 0.273 -2.010
H: -1.738 -2.577 0.273
H: -1.129 -1.605 -0.970
H: 1.030 -1.416 0.206
H: 0.365 -2.323 1.420
H: 0.033 -0.046 2.331
H: -1.454 -0.119 1.264
H: 0.742 0.689 -0.415
H: 0.805 1.617 1.090
H: -1.914 1.784 0.468
H: -0.453 2.791 -0.304
H: -2.103 2.002 -2.101
O: 3.648 -0.112 -0.478
H: 2.828 -0.148 -0.986
H: 3.903 -0.999 -0.222

Calculated values
Spin multiplicity: 1
Frontier orbital gap: 9.875 eV
Energy relative to the best compared isomer or geometry (same formula, charge and spin): 57.0 kcal/mol
Largest force on an atom: 5.19 eV/A
Energy: -403.48579 hartree
Net charge: 0
LUMO energy: 0.03032 Ha
Highest occupied orbital energy: -0.33259 Eh

Let us look at the Löwdin charges, expressed in e, one per atom: atom 1 (N): 0.009, atom 2 (C): -0.276, atom 3 (C): -0.185, atom 4 (C): -0.173, atom 5 (C): -0.126, atom 6 (C): -0.267, atom 7 (O): 0.049, atom 8 (H): 0.054, atom 9 (H): 0.021, atom 10 (H): 0.081, atom 11 (H): 0.100, atom 12 (H): 0.116, atom 13 (H): 0.098, atom 14 (H): 0.077, atom 15 (H): 0.084, atom 16 (H): 0.102, atom 17 (H): 0.120, atom 18 (H): 0.124, atom 19 (O): -0.060, atom 20 (H): 0.020, atom 21 (H): 0.032